C9H4ClINOScSe4 | ωB97M-V/def2-TZVPD

Summary:
**Charge**: 0
**HOMO level**: -8.1 eV
**Largest force on an atom**: 0.347 eV Å⁻¹
**Energy above the lowest of the compared OMol25 structures with the same formula, charge and spin**: 8.33 kJ/mol

Positions of all 22 atoms, in Å:
1 I -4.99 -0.07 0.24
2 Se -0.31 2.76 -0.57
3 Se 3.01 1.95 0.77
4 Se 2.14 -0.05 1.68
5 Se 1.80 2.06 -1.25
6 Sc 0.18 0.29 0.02
7 Cl -3.71 -5.63 0.03
8 O -1.78 -0.08 0.04
9 N -0.04 -2.01 -0.13
10 C 0.57 -4.31 -0.21
11 C -2.28 -1.30 0.05
12 C -3.15 -3.98 0.03
13 C -3.61 -1.61 0.11
14 C 0.88 -2.95 -0.20
15 C -1.76 -3.73 -0.06
16 C -1.35 -2.38 -0.05
17 C -0.74 -4.70 -0.14
18 C -4.04 -2.96 0.11
19 H -5.10 -3.18 0.17
20 H 1.91 -2.61 -0.23
21 H 1.37 -5.04 -0.26
22 H -1.01 -5.75 -0.15

C9H4N4O | ωB97M-V/def2-TZVPD

Summary:
**Charge**: 0
**SMILES**: C=C=CC(C#N)(C#N)OC(=C=N)C#N
**HOMO level**: -10.0 eV
**Largest force on an atom**: 2.615 eV Å⁻¹
**Energy above the lowest of the compared OMol25 structures with the same formula, charge and spin**: 0.00 kJ/mol

Positions of all 18 atoms, in Å:
1 O 1.59 0.81 0.43
2 N -1.17 1.60 2.21
3 N 0.28 2.77 -1.99
4 N 3.15 -2.24 0.58
5 N 0.28 -0.64 -2.34
6 C 2.29 -1.54 0.34
7 C 1.25 -0.57 0.11
8 C -0.47 1.69 1.31
9 C 0.14 -1.00 1.03
10 C 0.29 2.15 -0.95
11 C 0.76 -0.59 -1.30
12 C -2.31 -1.41 0.14
13 C 0.48 1.67 0.25
14 C -1.09 -1.23 0.61
15 H -2.89 -2.40 -0.03
16 H -2.87 -0.51 0.43
17 H -0.15 2.39 -2.86
18 H 0.44 -0.93 2.02

C9H52CdNO18 | ωB97M-V/def2-TZVPD

Summary:
**Charge**: +1
**HOMO level**: -9.6 eV
**Largest force on an atom**: 6.137 eV Å⁻¹
**Energy above the lowest of the compared OMol25 structures with the same formula, charge and spin**: 130.31 kJ/mol

Positions of all 81 atoms, in Å:
1 Cd 12.42 26.12 11.29
2 O 6.42 30.38 11.67
3 O 8.13 28.00 11.99
4 O 14.32 27.84 7.16
5 O 7.11 28.13 5.61
6 O 10.76 25.02 10.48
7 O 6.54 26.91 11.07
8 O 7.82 33.59 11.04
9 O 11.03 27.81 11.03
10 O 6.70 33.02 7.01
11 O 8.06 24.92 10.07
12 O 13.86 32.68 13.36
13 O 12.46 32.47 15.96
14 O 13.23 33.76 10.73
15 O 13.44 26.69 9.52
16 O 11.01 31.53 5.28
17 O 13.93 27.30 12.32
18 O 10.77 24.30 7.44
19 O 14.97 33.30 8.61
20 N 10.55 29.03 10.50
21 C 9.21 30.18 8.90
22 C 9.81 31.52 9.32
23 C 9.44 27.72 8.70
24 C 10.30 31.39 10.77
25 C 11.32 30.03 12.62
26 C 12.63 30.54 10.60
27 C 11.21 30.18 11.10
28 C 10.19 28.99 9.07
29 C 11.40 29.21 8.14
30 H 11.71 32.84 15.48
31 H 9.95 24.79 7.58
32 H 13.26 33.16 11.50
33 H 10.61 23.77 6.65
34 H 9.44 31.31 11.44
35 H 11.83 30.21 8.15
36 H 12.45 32.93 16.81
37 H 12.63 31.20 9.74
38 H 9.05 32.30 9.27
39 H 13.47 32.33 14.17
40 H 13.30 27.32 8.78
41 H 9.84 25.14 10.16
42 H 13.92 27.76 13.17
43 H 14.32 33.66 9.25
44 H 10.82 24.09 10.74
45 H 15.14 32.41 8.91
46 H 5.74 30.30 11.00
47 H 13.17 31.12 11.35
48 H 7.13 33.47 11.71
49 H 7.61 27.43 6.04
50 H 8.95 28.29 11.51
51 H 14.62 28.67 7.56
52 H 10.69 31.84 8.77
53 H 6.49 27.66 5.04
54 H 10.08 26.98 8.22
55 H 11.12 29.06 7.09
56 H 9.05 27.28 9.62
57 H 7.76 24.67 9.19
58 H 8.64 27.98 8.01
59 H 11.34 31.01 13.13
60 H 14.79 32.83 13.57
61 H 8.03 28.63 12.71
62 H 12.95 34.61 11.10
63 H 8.26 29.93 9.37
64 H 7.40 25.61 10.39
65 H 14.40 26.60 9.57
66 H 7.32 32.63 7.63
67 H 14.61 27.76 11.80
68 H 12.09 28.40 8.34
69 H 7.26 27.35 11.56
70 H 5.78 26.94 11.66
71 H 6.88 33.96 7.05
72 H 12.29 29.61 12.89
73 H 10.77 32.33 11.06
74 H 7.25 30.26 11.19
75 H 15.11 27.28 7.15
76 H 8.55 33.05 11.35
77 H 13.23 29.66 10.35
78 H 10.89 30.61 5.52
79 H 10.50 29.47 13.05
80 H 11.75 31.53 4.67
81 H 8.95 30.29 7.84

C9H59N5O20P | ωB97M-V/def2-TZVPD

Summary:
**Charge**: +1
**HOMO level**: -11.4 eV
**Largest force on an atom**: 2.881 eV Å⁻¹

Positions of all 94 atoms, in Å:
1 P -1.47 -3.75 0.96
2 O 1.53 -5.70 -5.40
3 O 2.31 2.38 3.26
4 O -1.52 -7.18 -1.82
5 O 0.12 1.09 5.35
6 O -2.73 5.98 2.25
7 O -1.29 8.47 2.04
8 O -2.42 -2.95 1.72
9 O 3.11 -2.29 3.03
10 O 0.00 -2.20 4.11
11 O 1.38 -6.69 -2.38
12 O 1.04 10.69 2.45
13 O 5.89 -2.70 0.71
14 O 3.42 -2.07 -4.56
15 O 0.43 2.07 0.48
16 O -0.26 -1.88 -4.77
17 O -3.79 2.70 -0.24
18 O 0.92 4.11 -3.86
19 O -5.74 5.84 -1.00
20 O -5.46 5.25 1.91
21 O -0.78 3.57 3.13
22 N -1.13 0.47 -0.12
23 N -1.29 -3.21 -0.67
24 N -0.08 -3.71 -2.65
25 N 1.01 -3.56 -0.59
26 N 2.25 -3.82 -1.17
27 C 3.19 -1.69 -0.27
28 C -0.14 2.05 -1.77
29 C -0.10 -3.51 -1.26
30 C -0.23 1.54 -0.35
31 C -1.70 -1.81 -0.93
32 C -0.60 -0.77 -0.63
33 C -1.66 0.42 1.26
34 C 2.86 -2.52 -1.52
35 C -0.72 -0.14 2.32
36 H 3.99 -1.01 -0.53
37 H 2.04 -7.39 -2.39
38 H 1.40 -5.75 -4.44
39 H -0.71 -2.44 -5.41
40 H 0.65 9.85 2.18
41 H 2.84 -4.35 -0.54
42 H 3.63 -1.59 3.45
43 H 0.40 -2.88 -3.02
44 H -0.72 -2.57 3.59
45 H 2.34 -1.09 0.04
46 H 0.49 -4.52 -2.88
47 H 3.78 -2.74 -2.05
48 H -2.57 -0.15 1.33
49 H -0.26 3.49 2.32
50 H 1.84 2.47 2.42
51 H 0.60 1.49 -2.34
52 H 1.25 -6.55 -5.73
53 H 5.78 -2.30 1.58
54 H 2.21 -1.97 -2.19
55 H -4.64 2.24 -0.27
56 H -4.84 6.17 -0.94
57 H -5.85 5.63 -1.94
58 H -1.75 -7.53 -2.68
59 H -0.14 -0.53 -1.59
60 H 2.20 -1.98 3.13
61 H 6.61 -2.18 0.31
62 H -2.16 5.20 2.25
63 H 2.48 -1.97 -4.74
64 H -1.93 -1.75 -1.99
65 H 0.24 3.06 -1.71
66 H -4.55 5.58 1.99
67 H -2.63 -1.57 -0.44
68 H -1.90 1.44 1.52
69 H 0.20 -1.20 -0.01
70 H 1.01 -3.36 0.41
71 H -0.30 3.05 3.78
72 H -1.13 -0.09 3.32
73 H 0.35 -2.94 4.62
74 H 3.66 -1.26 -4.10
75 H -2.35 6.55 2.93
76 H -0.23 -3.76 1.65
77 H -5.57 5.06 0.97
78 H -1.10 2.04 -2.28
79 H 1.66 -6.09 -1.68
80 H 1.88 4.16 -3.74
81 H -1.93 -5.08 0.89
82 H -0.55 -1.18 2.11
83 H 0.26 0.33 2.35
84 H 0.80 4.15 -4.81
85 H 0.94 10.70 3.41
86 H -3.14 1.99 -0.36
87 H -1.82 7.94 1.42
88 H 1.63 2.46 3.93
89 H -0.55 -7.09 -1.84
90 H -1.92 9.13 2.38
91 H -0.45 1.61 5.94
92 H -0.96 -1.30 -4.44
93 H -0.32 0.23 5.32
94 H 3.47 -2.34 0.54

C9H5F2N2O5RhTe4 | ωB97M-V/def2-TZVPD

Summary:
**Charge**: -2
**HOMO level**: -1.3 eV
**Largest force on an atom**: 0.654 eV Å⁻¹
**Energy above the lowest of the compared OMol25 structures with the same formula, charge and spin**: 0.00 kJ/mol

Positions of all 28 atoms, in Å:
1 Te 0.94 3.23 1.77
2 Te 2.99 4.23 -2.55
3 Te -1.74 3.19 1.82
4 Te 1.04 3.38 -1.06
5 Rh 1.83 1.30 0.15
6 F 3.82 3.31 0.94
7 F 4.52 1.25 1.07
8 O -0.45 0.24 -2.30
9 O 2.77 -0.18 -1.09
10 O 2.54 -0.60 1.00
11 O -0.31 -0.11 2.25
12 O 3.51 -2.06 -0.29
13 N -0.06 0.31 -0.01
14 N 2.96 -0.99 -0.13
15 C -3.68 -2.56 0.56
16 C -0.65 -0.27 1.10
17 C 3.69 2.07 0.31
18 C -2.77 -1.68 -1.51
19 C -0.70 -0.09 -1.16
20 C -1.83 -1.02 -0.76
21 C -1.80 -1.11 0.62
22 C -3.71 -2.46 -0.83
23 C -2.72 -1.87 1.31
24 H -2.78 -1.59 -2.59
25 H 4.18 2.18 -0.67
26 H -2.69 -1.93 2.39
27 H -4.47 -3.00 -1.39
28 H -4.43 -3.16 1.06

C9H5F9O | ωB97M-V/def2-TZVPD

Summary:
**Charge**: 0
**SMILES**: C[C@@]1(C(F)(F)F)C=C(C(F)(F)F)C=C(C(F)(F)F)O1
**HOMO level**: -9.3 eV
**Largest force on an atom**: 4.033 eV Å⁻¹
**Energy above the lowest of the compared OMol25 structures with the same formula, charge and spin**: 0.00 kJ/mol

Positions of all 24 atoms, in Å:
1 F 2.99 -0.30 -2.50
2 F -1.77 1.68 2.14
3 F -1.26 -3.44 0.78
4 F 3.44 0.97 -0.68
5 F 0.39 1.55 2.04
6 F 0.16 -2.83 2.35
7 F 0.90 -3.73 0.40
8 F -0.70 3.18 1.03
9 F 2.26 1.79 -2.42
10 O 0.17 1.03 -0.88
11 C 0.07 -1.48 0.42
12 C -2.13 1.18 -0.72
13 C -0.88 0.84 0.08
14 C 1.26 -1.01 -0.31
15 C -0.97 -0.58 0.59
16 C -0.02 -2.89 0.99
17 C -0.70 1.83 1.30
18 C 1.26 0.23 -0.94
19 C 2.53 0.67 -1.67
20 H 2.12 -1.68 -0.37
21 H -2.33 0.40 -1.47
22 H -1.94 2.18 -1.18
23 H -1.83 -0.90 1.13
24 H -3.02 1.29 -0.10

C9H5N5O4S2 | ωB97M-V/def2-TZVPD

Summary:
**Charge**: 0
**SMILES**: NS(=O)(=O)c1nnc(N2C(=O)c3cccnc3C2=O)s1
**HOMO level**: -10.1 eV
**Largest force on an atom**: 5.747 eV Å⁻¹

Positions of all 25 atoms, in Å:
1 S 1.22 0.18 2.01
2 S 3.06 -1.71 3.87
3 O 2.82 -0.73 4.92
4 O 4.44 -2.19 3.59
5 O -0.14 -1.57 -2.25
6 O -0.62 2.14 0.33
7 N 0.08 0.17 -0.63
8 N -2.02 0.49 -3.68
9 N 1.50 -1.58 0.20
10 N 2.14 -2.89 4.42
11 N 2.14 -2.14 1.31
12 C -0.58 1.36 -0.61
13 C 2.08 -1.38 2.34
14 C -1.24 0.49 -2.65
15 C -1.39 1.60 -1.76
16 C 0.92 -0.42 0.38
17 C -0.35 -0.44 -1.83
18 C -2.11 2.67 -2.00
19 C -3.01 2.52 -3.04
20 C -2.94 1.43 -3.90
21 H -2.09 3.53 -1.34
22 H -3.65 1.33 -4.64
23 H 2.28 -3.65 3.73
24 H -3.73 3.33 -3.25
25 H 1.19 -2.56 4.47

C9H5O4S | ωB97M-V/def2-TZVPD

Summary:
**Charge**: -1
**SMILES**: O=CO[S@]1([O-])#CC(=O)c2ccccc21
**HOMO level (spin up / spin down)**: -5.0 / -5.0 eV
**Largest force on an atom**: 3.723 eV Å⁻¹
**Energy above the lowest of the compared OMol25 structures with the same formula, charge and spin**: 375.55 kJ/mol

Positions of all 19 atoms, in Å:
1 S 1.79 -0.27 1.17
2 O 2.09 1.47 0.01
3 O 2.54 1.90 -2.13
4 O 2.34 0.12 2.45
5 O 0.54 -2.89 -1.09
6 C 2.31 1.18 -1.20
7 C -2.16 1.01 0.53
8 C 0.76 -1.95 -0.33
9 C -0.91 1.06 1.21
10 C -1.62 -1.04 -0.58
11 C -0.35 -0.98 -0.04
12 C 1.98 -1.73 0.37
13 C -2.45 0.10 -0.41
14 C -0.01 0.07 0.87
15 H -1.96 -1.91 -1.27
16 H -0.85 1.93 1.97
17 H 2.22 0.04 -1.28
18 H -3.39 0.13 -0.99
19 H -2.85 1.76 0.72

C9H62NO25V | ωB97M-V/def2-TZVPD

Summary:
**Charge**: 0
**HOMO level**: -7.1 eV
**Largest force on an atom**: 4.234 eV Å⁻¹

Positions of all 98 atoms, in Å:
1 V -2.40 -0.68 -3.55
2 O -1.65 0.33 -4.53
3 O -2.34 -5.54 0.49
4 O -3.70 -1.52 3.61
5 O -2.01 0.99 4.96
6 O 2.18 -2.51 -3.30
7 O 4.53 -0.94 -3.66
8 O 1.85 5.07 -2.27
9 O 1.26 2.39 -6.16
10 O -3.53 -2.52 -2.66
11 O -3.09 0.23 -2.45
12 O 1.26 5.18 2.53
13 O -3.21 3.08 1.08
14 O 1.05 2.43 4.84
15 O 3.35 -0.24 3.94
16 O 2.87 2.37 2.82
17 O -0.05 -4.51 -2.90
18 O -1.42 4.13 2.89
19 O 2.79 4.49 0.28
20 O 4.00 -2.77 -0.45
21 O -4.72 -3.23 -0.22
22 O -0.50 -1.36 -2.18
23 O -2.06 3.56 -1.41
24 O -0.06 -5.34 2.68
25 O 0.81 -1.65 4.27
26 O -1.48 -2.38 -4.79
27 N -0.24 -0.56 -0.92
28 C -0.68 -1.16 0.36
29 C 0.36 -2.17 0.90
30 C 0.22 1.03 1.45
31 C 0.78 0.56 -0.97
32 C 2.24 0.07 -0.75
33 C 0.73 1.35 -2.30
34 C -0.91 -0.07 1.33
35 C -2.03 -1.92 0.30
36 C 0.41 1.65 0.08
37 H 2.78 4.43 -0.67
38 H 1.53 4.57 -3.02
39 H -0.77 -4.88 3.12
40 H -1.60 4.97 2.47
41 H 3.36 -3.45 -0.24
42 H 1.61 4.82 1.72
43 H -2.72 -4.92 1.11
44 H 0.59 -2.97 0.20
45 H 0.31 5.12 2.43
46 H 0.89 -4.38 -2.89
47 H -1.91 2.76 -1.92
48 H -1.61 -2.31 -5.73
49 H -0.42 -3.67 -2.62
50 H 1.42 -2.02 -3.00
51 H -2.71 -1.30 -0.28
52 H 0.47 -1.88 3.41
53 H -1.19 0.89 4.47
54 H -0.78 -3.04 -4.70
55 H -4.21 -0.89 4.12
56 H -2.97 3.23 0.17
57 H 1.34 2.25 -2.20
58 H -3.68 -1.16 2.72
59 H 2.87 0.96 -0.70
60 H 3.71 4.51 0.52
61 H 2.60 2.79 2.00
62 H 3.62 2.89 3.11
63 H 1.19 2.41 0.17
64 H 1.40 5.92 -2.34
65 H -2.44 3.36 1.58
66 H -2.14 4.01 3.51
67 H 2.37 -0.43 0.21
68 H -2.05 1.92 5.17
69 H 0.79 3.33 4.64
70 H -4.00 -2.56 -1.83
71 H -0.93 -0.58 2.29
72 H -1.78 0.58 1.27
73 H -3.09 -6.04 0.16
74 H -4.78 -3.17 0.73
75 H -3.21 -3.41 -2.80
76 H 1.15 0.59 1.80
77 H -0.48 2.19 -0.25
78 H 0.03 1.80 2.19
79 H 1.73 2.23 4.20
80 H -0.04 -2.69 1.77
81 H 1.57 -1.11 4.09
82 H 2.54 -0.70 -1.45
83 H 1.77 2.18 -6.95
84 H 3.06 0.44 3.33
85 H 1.01 0.73 -3.15
86 H 1.23 -1.73 1.39
87 H -0.44 -5.64 1.85
88 H 1.83 2.13 -5.43
89 H 4.86 -1.33 -4.48
90 H -1.93 -2.93 -0.11
91 H -2.28 4.22 -2.06
92 H 1.97 -2.75 -4.21
93 H 3.54 -2.16 -1.02
94 H 4.31 -0.18 3.93
95 H -4.84 -4.16 -0.42
96 H -0.24 1.80 -2.48
97 H 3.73 -1.43 -3.47
98 H -2.55 -1.96 1.26

Question: Which value of largest force on an atom does entry 4 give?
Answer: 2.881 eV Å⁻¹